No. 1
The following is a DFT calculation (ωB97M-V/def2-TZVPD) of a molecular structure, C14H12Br6N2O4 in a non-equilibrium geometry.

Each line ends with the Mulliken spin population.
Geometry (Å):
C 1.51 15.06 -0.37  0.107
C 1.42 14.51 0.89  0.073
C 2.15 13.36 1.14  0.148
C 2.87 12.77 0.07  0.235
C 2.88 13.35 -1.20  0.081
C 2.19 14.55 -1.47  0.256
N 3.67 11.48 0.32  -0.008
O 4.10 10.95 -0.65  -0.010
O 3.73 11.08 1.51  0.024
H 0.90 15.92 -0.63  0.008
H 0.79 14.98 1.62  0.012
H 2.10 12.90 2.11  0.018
H 3.43 12.89 -2.01  0.004
H 2.10 15.05 -2.42  -0.006
C 9.32 17.41 4.95  0.000
C 10.26 18.29 4.52  0.000
C 10.86 19.10 5.45  0.000
C 10.23 19.25 6.72  0.000
C 9.26 18.29 7.09  0.000
C 8.75 17.37 6.19  0.000
N 10.74 20.33 7.66  0.000
O 11.63 21.10 7.30  0.000
O 10.20 20.49 8.77  0.000
H 8.85 16.75 4.24  0.000
H 10.60 18.29 3.49  0.000
H 11.65 19.76 5.14  0.000
H 8.92 18.36 8.12  0.000
H 7.98 16.65 6.41  0.000
C 5.66 13.45 3.34  -0.003
Br 5.78 13.88 1.51  0.037
Br 3.85 13.68 4.16  0.017
Br 7.04 14.50 4.33  0.006
H 5.87 12.39 3.26  0.001
C 0.97 15.68 5.18  0.000
Br 0.06 16.76 3.70  0.001
Br 0.48 13.73 5.13  0.001
Br 0.66 16.50 6.93  0.000
H 2.03 15.73 4.92  0.000

## Properties
Multiplicity: 2
HOMO (alpha / beta): -11.78 / -11.78 eV
Gap between HOMO and LUMO (alpha / beta): 6.55 / 2.46 eV
Energy above the lowest of the compared OMol25 structures with the same formula, charge and spin: 0.0 kcal/mol
Net charge: +1
Expectation value of S²: 0.769

No. 2
The following is a DFT calculation (ωB97M-V/def2-TZVPD) of a molecular structure, C14H12ClIInO5 in a non-equilibrium geometry.

Each line ends with the natural charge from an NBO analysis.
Geometry (Å):
O 5.20 -3.14 -2.61  -0.536
C 4.29 -2.97 -3.31  0.600
Cl 3.98 -1.22 -3.77  -0.167
C 3.42 -4.08 -3.85  -0.959
In 1.24 -3.60 -4.11  0.838
I -0.01 -3.02 -1.61  -0.571
H 3.85 -4.41 -4.82  0.245
H 3.49 -4.92 -3.14  0.238
H 0.45 -5.12 -4.66  -0.352
H 0.91 -2.26 -5.23  -0.324
C -2.47 0.80 0.21  -0.261
C -2.00 0.08 -0.81  -0.225
C -2.73 -0.02 -2.10  0.472
O -2.31 -0.66 -3.03  -0.455
C -4.02 0.72 -2.20  -0.220
C -4.50 1.43 -1.19  -0.250
C -3.76 1.53 0.10  0.483
O -4.19 2.19 1.03  -0.526
H -1.94 0.88 1.15  0.258
H -1.06 -0.46 -0.75  0.259
H -4.54 0.64 -3.15  0.223
H -5.43 1.97 -1.24  0.219
C 0.72 2.67 5.39  -0.236
C -0.27 2.08 4.72  -0.215
C -0.05 1.50 3.38  0.484
O -0.96 0.96 2.77  -0.495
C 1.31 1.61 2.80  -0.227
C 2.29 2.20 3.46  -0.223
C 2.08 2.78 4.81  0.476
O 2.98 3.32 5.42  -0.495
H 0.58 3.10 6.37  0.229
H -1.27 1.99 5.13  0.232
H 1.44 1.18 1.81  0.246
H 3.29 2.29 3.05  0.234

## Properties
Multiplicity: 1
HOMO: -5.17 eV
Gap between HOMO and LUMO: 5.07 eV
Energy above the lowest of the compared OMol25 structures with the same formula, charge and spin: 0.0 kcal/mol
Net charge: -1

No. 3
The following is a DFT calculation (ωB97M-V/def2-TZVPD) of a single C14H12ClN5OS molecule in a non-equilibrium geometry.

Each line ends with the natural charge from an NBO analysis.
Geometry (Å):
C 3.08 2.95 0.80  -0.614
C 2.48 1.93 -0.16  -0.398
H 3.00 1.95 -1.12  0.258
C 1.01 2.24 -0.43  0.709
O 0.68 2.95 -1.34  -0.580
N 0.15 1.71 0.50  -0.636
C -1.19 1.43 0.33  0.364
N -1.66 0.55 1.21  -0.452
C -2.93 0.18 1.12  0.032
C -3.78 0.66 0.14  -0.115
C -3.29 1.57 -0.79  -0.165
C -1.97 1.98 -0.69  -0.259
H -1.54 2.67 -1.39  0.264
H -3.93 1.96 -1.57  0.232
Cl -5.42 0.12 0.07  0.010
H -3.26 -0.54 1.86  0.204
H 0.56 1.19 1.27  0.418
S 2.72 0.25 0.55  0.240
C 1.59 -0.62 -0.46  0.134
N 1.05 -0.18 -1.57  -0.275
N 0.18 -1.08 -2.01  -0.273
C 0.17 -2.09 -1.16  0.275
C -0.56 -3.29 -1.14  -0.195
C -0.35 -4.16 -0.12  -0.202
C 0.58 -3.86 0.91  -0.251
C 1.29 -2.71 0.89  0.019
N 1.08 -1.84 -0.13  -0.343
H 2.01 -2.41 1.64  0.226
H 0.73 -4.56 1.72  0.230
H -0.89 -5.09 -0.07  0.224
H -1.25 -3.48 -1.94  0.241
H 4.13 2.76 0.96  0.222
H 2.57 2.92 1.76  0.215
H 2.96 3.95 0.37  0.239

## Properties
SMILES: C[C@@H](Sc1nnc2ccccn12)C(=O)Nc1ccc(Cl)cn1
Multiplicity: 1
HOMO: -8.26 eV
Gap between HOMO and LUMO: 8.55 eV
Net charge: 0

No. 4
The following is a DFT calculation (ωB97M-V/def2-TZVPD) of a molecular structure, C14H12CoIN5O4S2Se.

Each line ends with the Mulliken spin population.
Geometry (Å):
Co 0.15 -1.88 1.28  2.798
Se 0.37 -3.29 6.03  0.945
C 0.25 -2.86 4.30  -0.114
N 0.17 -2.61 3.18  0.185
S 2.29 -2.86 0.50  0.033
C 2.37 -1.68 -0.71  0.014
N 3.04 -0.56 -0.59  0.015
C 2.78 0.46 -1.60  -0.001
C 2.34 -0.29 -2.85  0.000
S 1.55 -1.81 -2.22  0.009
H 3.42 -0.32 0.31  -0.001
H 3.67 1.05 -1.79  0.000
H 1.99 1.12 -1.23  0.001
H 3.18 -0.57 -3.47  0.001
H 1.62 0.27 -3.44  0.000
I -4.41 -4.26 -2.15  0.001
C -2.66 -4.05 -1.08  0.001
C -1.70 -5.02 -0.85  0.009
N -0.75 -4.44 -0.10  0.000
N -1.02 -3.15 0.15  0.015
C -2.19 -2.90 -0.44  0.009
H -1.64 -6.05 -1.16  0.000
H 0.15 -4.82 0.16  0.001
H -2.63 -1.92 -0.36  0.001
O -1.25 -0.34 0.93  0.046
C -0.30 0.50 0.96  -0.038
O 0.88 0.09 1.17  0.041
C -0.55 1.95 0.73  0.012
C -1.83 2.39 0.39  0.003
C -2.06 3.74 0.17  0.000
C -1.00 4.62 0.28  0.001
C 0.28 4.20 0.63  0.000
C 0.50 2.86 0.85  0.005
N -1.24 6.05 0.03  0.000
O -0.28 6.79 0.09  0.000
O -2.38 6.40 -0.16  0.000
H -2.63 1.67 0.31  0.005
H -3.04 4.11 -0.10  0.000
H 1.07 4.93 0.71  0.000
H 1.48 2.50 1.13  0.004

## Properties
Multiplicity: 5
HOMO (alpha / beta): -11.63 / -11.62 eV
Gap between HOMO and LUMO (alpha / beta): 8.74 / 4.87 eV
Energy above the lowest of the compared OMol25 structures with the same formula, charge and spin: 0.0 kcal/mol
Net charge: +1
Expectation value of S²: 6.019

No. 5
The following is a DFT calculation (ωB97M-V/def2-TZVPD) of a molecular structure, C14H12F2NO4S in a non-equilibrium geometry.

Each line ends with the natural charge from an NBO analysis.
Geometry (Å):
C -1.97 -1.97 -2.59  -0.730
C -2.06 -2.04 -1.08  0.604
C -0.82 -1.51 -0.34  -0.209
C 0.50 -1.37 -1.13  0.558
C 1.25 -2.60 -1.48  -0.731
O 0.95 -0.28 -1.44  -0.516
O -3.08 -2.29 -0.47  -0.536
H -1.40 -2.82 -3.00  0.226
H -2.96 -1.99 -3.06  0.230
H -1.46 -1.03 -2.87  0.252
H -0.52 -2.24 0.49  0.283
H 0.65 -3.51 -1.51  0.207
H 1.75 -2.47 -2.46  0.239
H 2.06 -2.74 -0.75  0.249
F -1.19 -2.18 4.36  -0.370
C -0.30 -1.60 3.45  0.382
F 0.78 -2.42 3.18  -0.359
S -1.37 -1.38 2.00  0.337
N 0.07 0.17 1.53  -0.454
C -0.55 0.64 0.46  0.265
O -1.33 -0.12 -0.25  -0.488
C -0.03 1.95 0.10  -0.060
C 0.88 2.26 1.11  -0.226
C 1.66 3.41 1.04  -0.141
C 1.51 4.22 -0.10  -0.331
C 0.59 3.89 -1.12  -0.242
C -0.19 2.74 -1.04  -0.233
C 0.89 1.16 2.11  0.528
O 1.50 1.10 3.17  -0.727
H 0.10 -0.67 3.88  0.206
H 2.36 3.62 1.85  0.210
H 2.14 5.10 -0.21  0.188
H 0.49 4.55 -1.98  0.189
H -0.90 2.42 -1.81  0.198

## Properties
Multiplicity: 1
HOMO: -1.37 eV
Gap between HOMO and LUMO: 2.95 eV
Energy above the lowest of the compared OMol25 structures with the same formula, charge and spin: 76.2 kcal/mol
Net charge: -1

No. 6
The following is a DFT calculation (ωB97M-V/def2-TZVPD) of a molecular structure, C14H12FORuS9.

Each line ends with the Mulliken spin population.
Geometry (Å):
Ru 0.31 -0.06 0.17  2.635
S 3.33 -0.80 3.64  0.063
C 2.38 -0.36 2.34  -0.028
S 0.64 -0.20 2.50  0.148
S 2.92 -0.10 0.73  0.221
S -0.75 4.90 -5.23  0.325
C -0.41 3.78 -4.01  0.591
S -0.59 4.18 -2.29  0.119
C -0.19 2.60 -1.68  0.180
C -0.20 1.57 -2.63  0.132
S 0.06 -0.06 -2.25  0.265
S -0.62 2.03 -4.26  0.097
S 0.07 2.36 -0.02  0.275
O -2.34 0.01 0.41  -0.017
S -3.05 -0.52 -0.80  0.013
C -4.41 -1.57 -0.14  0.002
C -5.74 -0.86 -0.39  -0.001
C -5.42 0.64 -0.37  0.009
C -4.22 0.78 -1.29  -0.024
H -4.16 -1.63 0.92  0.001
H -4.33 -2.56 -0.59  0.000
H -6.49 -1.14 0.34  0.000
H -6.13 -1.13 -1.38  0.000
H -5.14 0.94 0.64  -0.001
H -6.27 1.25 -0.69  0.000
H -3.67 1.71 -1.22  0.019
H -4.48 0.59 -2.34  0.001
F 0.00 -6.28 -0.22  0.001
C 0.06 -4.92 -0.15  0.025
C -0.90 -4.24 0.56  -0.012
C -0.82 -2.85 0.63  -0.052
C 0.19 -2.13 -0.02  0.038
C 1.13 -2.87 -0.73  -0.028
C 1.08 -4.26 -0.80  -0.008
H -1.68 -4.79 1.08  0.000
H -1.55 -2.32 1.22  0.020
H 1.94 -2.36 -1.24  -0.009
H 1.83 -4.83 -1.34  0.000

## Properties
Multiplicity: 6
HOMO (alpha / beta): -0.18 / -2.12 eV
Gap between HOMO and LUMO (alpha / beta): 3.98 / 5.61 eV
Energy above the lowest of the compared OMol25 structures with the same formula, charge and spin: 2.4 kcal/mol
Net charge: -2
Expectation value of S²: 8.784

No. 7
The following is a DFT calculation (ωB97M-V/def2-TZVPD) of a molecular structure, C14H12FeN5S.

Each line ends with the natural charge from an NBO analysis.
Geometry (Å):
Fe 0.29 -0.24 0.49  0.750
N 2.65 2.05 -2.10  -0.756
C 1.88 1.49 -1.16  0.322
S 1.79 -0.26 -1.12  -0.254
N 1.27 2.30 -0.31  -0.425
N 0.57 1.61 0.62  -0.208
C 0.13 2.20 1.69  0.215
C 0.33 3.63 2.00  -0.061
C 0.95 3.99 3.19  -0.203
C 1.14 5.33 3.50  -0.207
C 0.70 6.31 2.61  -0.178
C 0.09 5.95 1.42  -0.205
C -0.09 4.61 1.11  -0.172
C -0.59 1.29 2.61  0.168
C -1.23 1.71 3.76  -0.208
C -1.86 0.77 4.56  -0.125
C -1.83 -0.57 4.19  -0.231
C -1.18 -0.91 3.02  0.067
N -0.58 -0.01 2.24  -0.473
H 3.15 1.47 -2.75  0.418
H 2.77 3.05 -2.11  0.418
H 1.29 3.23 3.88  0.218
H 1.63 5.61 4.42  0.229
H 0.85 7.35 2.85  0.228
H -0.25 6.71 0.74  0.228
H -0.55 4.33 0.17  0.225
H -1.24 2.76 4.02  0.255
H -2.37 1.07 5.46  0.242
H -2.31 -1.33 4.79  0.247
H -1.15 -1.94 2.68  0.215
N -2.34 -0.17 -0.99  -0.599
C -1.34 -0.18 -0.41  0.387
H -3.18 -0.16 -1.53  0.475

## Properties
Multiplicity: 1
HOMO (alpha / beta): -11.33 / -11.34 eV
Gap between HOMO and LUMO (alpha / beta): 7.33 / 7.34 eV
Net charge: +1